The following is a quantum chemistry calculation of C21H28IN6ORuS as an isolated structure in a non-equilibrium geometry, from the Open Molecules 2025 dataset.

HOMO-LUMO gap (spin up / spin down) in eV: 7.41 / 7.16
E in eV: -54730.9521
HOMO level (spin up / spin down) in Ha: -0.3847 / -0.4071
⟨S²⟩: 6.0127
LUMO level (spin up / spin down) in Ha: -0.1125 / -0.1440
Multiplicity: 5
Total charge: +1

XYZ file:
```
59
Properties=species:S:1:pos:R:3:forces:R:3
Ru -0.5008 1.7126 -0.6230 -0.29 0.59 -0.36
N -3.0975 5.1670 -1.0499 -0.04 -0.07 -0.14
C -2.0709 4.3591 -0.7380 -0.07 0.33 0.18
S -1.3901 3.3957 -2.0507 0.06 0.00 0.14
N -1.6169 4.4369 0.4922 0.40 -0.67 -0.32
N -0.6410 3.4906 0.7061 -0.64 0.40 -0.31
C 0.3096 3.7557 1.4965 0.60 -0.34 0.39
C 1.3455 2.7123 1.6979 -0.47 0.41 -0.07
C 2.3371 2.8880 2.6404 0.23 0.00 0.21
C 3.2803 1.8868 2.8207 0.02 0.15 0.12
C 3.1903 0.7398 2.0556 0.02 -0.13 -0.04
C 2.1711 0.6438 1.1231 -0.07 0.03 -0.08
N 1.2691 1.6099 0.9307 -0.03 -0.08 -0.14
H -3.3885 5.2625 -2.0044 -0.03 0.02 -0.02
H -3.4451 5.8058 -0.3555 0.01 0.03 0.01
H 0.3732 4.7164 1.9996 0.04 -0.04 0.06
H 2.3601 3.7978 3.2275 0.02 -0.05 -0.03
H 4.0680 2.0027 3.5548 -0.03 -0.01 -0.03
H 3.8956 -0.0737 2.1656 -0.04 0.04 -0.01
H 2.0679 -0.2423 0.5092 0.01 0.01 -0.03
N -4.4202 -0.5184 -0.6600 0.07 0.02 0.02
C -3.1299 -0.1951 -0.6905 -0.10 0.05 0.03
O -2.7198 0.9041 -0.2968 0.14 -0.17 0.06
C -2.1456 -1.2415 -1.1895 -0.09 0.06 -0.22
I -2.5167 -1.4209 -3.3418 0.05 0.01 -0.09
H -5.0873 0.1848 -0.3858 -0.02 0.01 0.00
H -4.7526 -1.3739 -1.0713 -0.02 -0.02 -0.02
H -2.3917 -2.2525 -0.8939 -0.10 -0.03 0.25
H -0.9598 -0.1707 -0.0379 -0.13 -0.81 0.82
C -2.3061 -2.8507 1.6098 -0.01 -0.03 -0.03
C -0.8419 -2.4233 1.7855 -0.02 0.05 -0.14
C -0.7610 -1.0215 2.3940 0.01 0.00 0.13
C 0.1008 -2.6305 0.5938 0.08 -0.04 0.05
C 1.0286 -3.6555 0.7262 0.00 -0.09 0.00
C 2.0043 -3.8833 -0.2346 -0.04 -0.03 0.04
C 2.1230 -3.0108 -1.2926 0.03 -0.01 -0.01
C 1.2566 -1.9238 -1.4587 0.13 0.11 -0.01
C 1.7070 -0.9609 -2.5751 -0.01 -0.06 0.06
C 3.1154 -0.4065 -2.2670 -0.03 0.00 0.03
C 0.8467 0.2165 -2.9995 -0.09 0.03 -0.20
C 0.1911 -1.8132 -0.5536 -0.26 0.23 -0.23
N -0.8482 -0.8302 -0.7973 0.64 0.19 -0.25
H -2.7347 -3.0737 2.5885 0.02 0.01 -0.02
H -2.4065 -3.7498 0.9966 0.04 0.06 0.03
H -2.9245 -2.0581 1.1856 0.02 -0.01 -0.02
H -0.4343 -3.0943 2.5398 0.03 -0.05 0.07
H -1.1973 -0.2514 1.7540 -0.04 0.04 0.10
H 0.2684 -0.7379 2.6200 -0.02 -0.02 -0.03
H -1.3252 -0.9944 3.3293 0.03 0.00 -0.04
H 0.9804 -4.2943 1.6007 0.01 0.01 -0.03
H 2.6875 -4.7194 -0.1349 -0.06 0.07 0.01
H 2.9212 -3.1511 -2.0142 -0.06 -0.01 0.05
H 1.8077 -1.5890 -3.4639 -0.02 -0.07 -0.02
H 3.0510 0.4490 -1.5879 -0.01 -0.05 0.01
H 3.5843 -0.0521 -3.1870 -0.05 0.01 0.04
H 3.7769 -1.1457 -1.8177 -0.02 0.02 -0.04
H 0.7504 0.9914 -2.2268 0.27 0.02 0.16
H -0.1543 -0.0464 -3.3140 -0.03 -0.06 -0.05
H 1.3395 0.7277 -3.8295 -0.03 -0.03 -0.01
```
Forces are in eV/Å.

These are the natural (NBO) partial charges, in e, on atoms 1 to 8: 1.100, -0.773, 0.301, -0.251, -0.415, -0.289, 0.062, 0.162